A cluster of 12 separate species, C58H116F18N6O18S6 in total at a distorted geometry. Source: the Open Molecules 2025 dataset; level of theory: ωB97M-V/def2-TZVPD.

Structure (XYZ):
```
222
Properties=species:S:1:pos:R:3
C -7.1960 -5.2170 26.1782
C -6.1968 -4.1018 25.8462
C -5.4497 -3.6248 27.2093
N -4.7524 -2.2179 26.9817
C -5.8942 -1.1652 27.0124
C -3.6482 -1.8288 27.9958
C -2.4939 -1.1209 27.2382
C -2.8448 -1.0875 25.7581
C -3.9160 -2.2063 25.6084
H -7.6906 -5.5019 25.2496
H -7.9456 -4.8189 26.8622
H -6.6579 -6.0398 26.6490
H -6.6534 -3.2706 25.3089
H -5.4771 -4.6469 25.2354
H -4.6542 -4.2759 27.5717
H -6.1810 -3.6132 28.0176
H -6.2814 -1.0722 28.0270
H -6.6962 -1.4924 26.3506
H -5.5141 -0.2853 26.4933
H -4.0781 -1.2728 28.8290
H -3.2798 -2.7765 28.3884
H -2.4243 -0.0950 27.5998
H -1.5356 -1.6124 27.4061
H -3.2079 -0.0950 25.4915
H -1.9289 -1.1666 25.1725
H -4.5444 -2.3123 24.7241
H -3.3460 -3.1348 25.6426
C -1.4183 -4.8536 15.2459
C -0.3871 -4.9709 16.3559
C -0.8467 -4.4326 17.7909
N -0.0714 -5.0572 19.0167
C -0.1992 -6.6264 19.1487
C -0.5390 -4.4571 20.3234
C 0.5278 -4.5648 21.4068
C 1.7997 -4.8538 20.6006
C 1.3956 -4.6426 19.0626
H -1.7336 -3.8185 15.3774
H -2.1992 -5.6090 15.1590
H -0.8482 -4.9710 14.3243
H 0.5616 -4.4457 16.2450
H -0.1230 -6.0076 16.5644
H -1.8274 -4.8994 17.8830
H -0.6936 -3.3671 17.9619
H -1.2595 -6.8644 19.0640
H 0.0910 -7.1103 20.0812
H 0.3850 -7.1991 18.4284
H -1.4553 -4.9886 20.5803
H -0.8221 -3.4106 20.2104
H 0.2252 -5.4327 21.9926
H 0.5775 -3.7186 22.0922
H 2.0593 -5.8964 20.7846
H 2.5677 -4.2193 21.0428
H 2.1074 -5.2313 18.4840
H 1.4171 -3.6324 18.6539
C -4.6443 -10.1319 21.9865
C -4.9352 -11.5454 22.4622
C -3.6605 -12.3836 22.6057
N -3.8961 -13.8168 23.2333
C -4.7165 -14.6503 22.2836
C -4.0756 -14.9035 20.8953
C -2.6081 -15.5435 21.1414
C -1.7826 -14.7355 22.1718
C -2.5260 -14.4296 23.4988
C -4.6812 -13.7614 24.6048
H -5.4696 -9.4631 22.2308
H -4.3661 -10.0014 20.9407
H -3.8207 -9.5539 22.4057
H -5.5198 -12.0593 21.6992
H -5.5712 -11.4868 23.3455
H -3.0276 -11.8440 23.3102
H -3.1140 -12.4678 21.6664
H -5.7223 -14.2308 22.2611
H -4.7053 -15.5886 22.8381
H -3.9908 -13.9686 20.3413
H -4.4960 -15.5968 20.1667
H -1.9528 -15.6302 20.2748
H -2.7850 -16.5896 21.3913
H -1.3546 -13.9214 21.5869
H -0.9144 -15.3596 22.3834
H -1.9650 -13.6728 24.0470
H -2.6064 -15.3000 24.1499
H -4.0865 -13.0430 25.1690
H -4.6670 -14.7314 25.1018
H -5.6975 -13.4104 24.4259
C 1.8796 -20.0379 19.4931
C 2.1096 -21.5236 19.1055
C 0.7378 -22.2729 18.9576
N 0.7852 -23.7341 18.5215
C 1.4290 -24.5762 19.6425
C 0.4944 -24.8966 20.8703
C -0.8530 -25.5027 20.4527
C -1.5742 -24.5029 19.4441
C -0.7180 -24.2214 18.1484
C 1.6753 -23.9411 17.2094
H 1.8509 -20.0940 20.5813
H 0.9538 -19.6368 19.0808
H 2.6837 -19.3330 19.2820
H 2.7673 -22.0684 19.7828
H 2.6939 -21.6142 18.1898
H 0.2440 -21.7282 18.1530
H 0.0567 -22.1371 19.7977
H 2.3716 -24.1366 19.9685
H 1.6341 -25.5337 19.1636
H 0.2660 -24.0356 21.4984
H 0.9210 -25.6682 21.5112
H -1.5762 -25.6676 21.2514
H -0.7083 -26.5292 20.1158
H -1.6712 -23.5175 19.8999
H -2.6156 -24.7689 19.2628
H -1.1593 -23.4041 17.5781
H -0.7716 -25.2020 17.6754
H 1.5988 -25.0214 17.0856
H 2.7117 -23.6204 17.3152
H 1.2041 -23.3973 16.3907
C -11.3069 -25.0082 26.8737
C -10.3511 -23.9667 26.1991
C -11.0282 -22.7543 25.4652
N -10.0294 -21.5104 25.1523
C -9.5258 -20.9575 26.5252
C -8.9712 -19.5670 26.4670
C -9.9321 -18.6013 25.7432
C -10.2436 -19.0003 24.2945
C -10.8908 -20.4273 24.3175
C -8.8712 -21.9970 24.2639
H -10.7938 -25.9026 27.2270
H -12.1526 -25.3396 26.2712
H -11.6576 -24.6142 27.8276
H -9.8217 -24.5644 25.4571
H -9.6424 -23.4513 26.8473
H -11.7321 -22.3421 26.1882
H -11.5878 -22.9783 24.5571
H -10.4354 -20.9613 27.1259
H -8.8526 -21.6717 26.9994
H -8.6611 -19.1704 27.4338
H -8.0658 -19.5574 25.8602
H -10.8472 -18.4360 26.3119
H -9.5055 -17.5987 25.7744
H -11.0628 -18.3695 23.9492
H -9.4067 -18.9513 23.5979
H -11.8657 -20.4002 24.8043
H -10.9898 -20.8522 23.3186
H -8.2245 -21.1533 24.0231
H -9.2693 -22.4302 23.3463
H -8.2526 -22.7399 24.7673
C -9.7785 -9.4377 18.6859
C -9.6679 -10.8984 18.1796
C -10.9886 -11.5936 18.3345
N -11.1362 -13.0405 17.7029
C -12.4719 -13.5770 18.1589
C -12.6688 -15.0604 17.8809
C -11.5051 -15.9217 18.4598
C -10.1538 -15.3538 17.9460
C -10.0046 -13.8859 18.2924
C -11.0245 -13.0035 16.1617
H -8.8694 -9.2594 19.2603
H -10.6335 -9.3853 19.3599
H -9.8366 -8.7695 17.8266
H -8.9493 -11.2716 18.9093
H -9.3457 -10.8962 17.1383
H -11.7426 -11.0843 17.7344
H -11.4556 -11.5556 19.3187
H -12.4390 -13.4358 19.2392
H -13.2489 -12.8911 17.8215
H -13.6110 -15.3769 18.3282
H -12.8331 -15.2003 16.8125
H -11.5753 -15.8422 19.5446
H -11.7694 -16.9536 18.2289
H -9.3510 -15.9747 18.3435
H -10.0709 -15.5216 16.8722
H -9.9271 -13.5657 19.3314
H -9.0774 -13.4428 17.9288
H -9.9840 -12.7965 15.9114
H -11.7120 -12.2611 15.7564
H -11.2908 -13.9851 15.7698
C -3.1352 -10.5991 16.2530
F -2.9728 -11.1473 17.4611
F -3.8514 -9.5114 16.5397
F -1.9800 -10.3461 15.6675
S -4.2572 -11.8218 15.1161
O -3.3281 -12.9357 14.9482
O -5.4176 -12.1732 15.9456
O -4.6536 -11.1430 13.8525
C -2.7151 -21.3292 24.6191
F -3.7250 -21.1244 23.8031
F -2.4416 -22.6490 24.6004
F -1.6414 -20.7678 24.1620
S -3.1903 -20.6752 26.3960
O -1.9649 -20.8740 27.1392
O -3.5300 -19.2532 26.1992
O -4.2794 -21.4830 26.9515
C 2.5594 -16.2648 26.3788
F 1.7488 -15.3366 26.8578
F 1.8514 -17.4093 26.2997
F 2.9038 -15.9175 25.0872
S 4.0708 -16.4782 27.5213
O 3.7093 -17.1199 28.7913
O 5.0396 -17.2461 26.7169
O 4.5463 -15.1332 27.8260
C -4.3153 -9.8567 28.4369
F -4.8700 -8.8641 29.1542
F -4.0958 -10.9445 29.1738
F -5.0946 -10.1807 27.3878
S -2.6179 -9.2065 27.7347
O -2.8084 -8.0335 26.9253
O -1.8450 -8.9436 28.9947
O -2.1220 -10.3048 26.9177
C 3.3165 -11.3613 20.0797
F 2.9238 -11.8216 18.8293
F 2.2334 -10.8210 20.6881
F 3.8678 -12.2506 20.9153
S 4.5542 -9.8825 19.7050
O 4.6765 -9.1287 20.9617
O 5.8389 -10.6043 19.4373
O 3.8966 -9.1650 18.5867
C -11.0949 -10.5823 24.6441
F -12.0642 -10.0108 25.3224
F -10.8906 -10.0223 23.4805
F -9.9582 -10.4366 25.3405
S -11.4402 -12.4309 24.4342
O -11.7713 -12.8649 25.7881
O -12.4898 -12.5779 23.4415
O -10.1159 -12.9942 24.0303
```

* ΔE to the lowest compared entry with this formula, charge and spin: 136.20 kcal per mole
* spin multiplicity: 1
* electronic energy: -221732.8356 eV